8
Properties=species:S:1:pos:R:3:forces:R:3 method="wB97M-V/def2-TZVPD" homo_lumo_gap_ev=10.16 de_lowest_kj_mol=135.1 lumo_energy_ev=0.499 homo_ev=-9.66 charge=0
N -0.18166 -0.05103 -0.02660 5.11 0.86 2.02
N 1.00772 -0.69330 1.65218 -0.29 -0.38 2.07
N -0.16661 -0.48772 1.17045 -3.77 -0.68 -1.96
N 1.49841 0.25973 -0.20794 -1.86 -0.30 -1.42
N -1.12422 0.11907 -0.97324 -3.62 0.09 0.76
N 1.89418 -0.25009 0.81745 1.13 0.94 -1.31
H -2.11767 0.45125 -0.67168 2.67 -0.75 -0.15
H -0.81017 0.65209 -1.76063 0.64 0.23 0.00

6
Properties=species:S:1:pos:R:3:forces:R:3 method="wB97M-V/def2-TZVPD" homo_lumo_gap_ev=7.01 de_lowest_kj_mol=58.0 lumo_energy_ev=-1.512 homo_ev=-8.52 charge=0
I 3.65458 0.66769 0.49208 -1.57 -0.89 0.14
P 0.83156 -0.78043 0.94202 1.32 1.07 -0.33
N -0.14029 -0.34000 -0.31655 0.20 -0.15 -0.10
H -0.37022 -1.02095 -1.02532 0.16 0.00 -0.01
H 0.69343 0.44557 1.61774 0.01 -0.03 0.16
H -0.21969 0.61250 -0.64289 -0.12 0.00 0.15

13
Properties=species:S:1:pos:R:3:forces:R:3 method="wB97M-V/def2-TZVPD" homo_lumo_gap_ev=10.76 de_lowest_kj_mol=27.7 lumo_energy_ev=0.795 homo_ev=-9.96 charge=0
O 0.64241 -1.84105 1.83720 0.15 -0.02 -0.20
O 0.08889 0.34250 1.88234 -0.04 0.14 -0.09
N 0.52282 -0.75629 -0.09853 -0.32 -0.33 -0.53
C -0.83666 1.24921 -0.72406 -0.51 -0.46 0.56
C 0.16465 0.19054 -1.15149 -0.22 0.67 0.26
C 0.35344 -0.64201 1.23676 0.63 0.02 0.21
H 0.98739 -1.61672 2.71007 -0.33 -0.04 0.13
H -0.49575 1.84020 0.11666 0.30 0.20 -0.11
H -1.71827 0.73361 -0.33312 -0.19 0.16 -0.23
H 1.04258 0.70876 -1.54728 0.18 -0.34 0.03
H 0.65506 -1.69694 -0.43529 0.18 0.03 0.30
H -0.28916 -0.40520 -1.93956 0.13 0.03 -0.24
H -1.11740 1.89337 -1.55372 0.03 -0.06 -0.08

10
Properties=species:S:1:pos:R:3:forces:R:3 method="wB97M-V/def2-TZVPD" homo_lumo_gap_ev=9.63 de_lowest_kj_mol=129.0 lumo_energy_ev=0.653 homo_ev=-8.97 charge=0
O 0.27162 -0.08368 -2.03071 -0.29 -0.04 -0.19
N 0.67690 0.71435 1.34443 -0.34 0.00 0.02
N 0.86557 0.88452 0.01939 0.19 -0.27 -0.21
C -0.34790 -0.12005 1.41921 -0.06 0.13 0.16
C -0.85786 -0.47500 0.14995 0.13 0.01 -0.01
C 0.02364 0.12793 -0.71621 0.12 -0.01 0.38
H 0.21347 -1.04590 -2.13040 -0.02 0.37 -0.32
H -1.76620 -1.00255 -0.10755 0.37 -0.24 0.08
H 1.57793 1.50711 -0.32757 0.03 -0.22 0.09
H -0.65716 -0.50673 2.37947 -0.12 0.28 -0.01

133
Properties=species:S:1:pos:R:3:forces:R:3 method="wB97M-V/def2-TZVPD" homo_lumo_gap_ev="2.51 / 2.39" lumo_energy_ev="-5.036 / -5.088" homo_ev="-7.55 / -7.48" charge=+1
Zr -0.15311 -1.42757 0.43301 0.51 1.02 -0.69
Cl -6.35633 -1.19523 7.53768 0.33 0.10 -0.41
Cl 5.71008 -8.14716 -3.10678 -0.32 0.11 -0.15
Cl -6.96899 -2.59496 -5.51444 -0.71 -0.19 -0.54
Cl 7.13930 1.05047 6.10752 0.62 0.28 0.32
S 1.01174 -1.57918 -2.56428 0.66 0.38 -0.39
O 0.40203 -0.59367 -1.50862 -0.08 -0.56 0.32
N -0.39404 -3.38263 -0.38250 0.04 0.39 -0.76
N 1.81976 -2.07357 0.89430 0.29 0.13 0.38
N -2.21890 -1.49548 0.79389 0.10 0.72 0.64
N 0.00056 -0.53932 2.39740 -0.27 0.66 1.36
C 2.67422 4.83102 -1.84167 0.30 0.53 -0.64
C 3.01563 3.68073 0.36363 -0.02 1.25 -0.97
C -0.77300 4.77020 -3.79811 -0.98 -0.06 -0.96
C 4.59124 1.05843 3.03997 0.47 -0.35 0.02
C 2.74342 -1.21780 1.52291 0.26 0.14 0.70
C 2.36534 3.54894 -1.05471 0.08 -0.76 0.74
C 4.04846 -1.63021 1.13352 0.54 -0.49 0.53
C 4.86374 -5.61189 -2.72138 0.01 0.34 -0.43
C -2.91570 -0.59881 1.62835 0.54 -1.15 0.26
C -0.58459 0.42706 4.44559 1.66 0.13 0.45
C 3.61303 0.16288 3.48674 -0.19 0.12 -0.15
C 3.00630 -5.03712 -1.25337 -0.47 -0.17 -0.62
C 2.48622 -0.32824 2.63226 -1.14 -0.86 -0.62
C -4.22584 -1.11002 -0.11101 -1.39 0.69 -0.01
C 0.79431 0.54706 4.27703 -1.07 0.21 1.62
C 4.79402 -0.13737 5.58436 0.85 1.00 -1.24
C 0.12787 -4.89279 -2.03554 0.40 0.08 -0.60
C -3.65101 -2.69250 -2.52084 0.32 -0.01 0.63
C -4.14530 -0.32382 1.03284 -1.53 -0.04 0.04
C -5.24989 -0.90309 6.22506 0.65 -0.03 -0.77
C -4.11342 -1.47695 -3.08076 0.24 0.14 0.99
C -1.35977 3.65873 -1.07007 -0.89 -0.07 0.67
C -1.99512 3.98935 1.48458 0.32 -0.49 0.37
C -3.46136 3.82768 1.09203 0.04 1.55 -0.62
C -5.27324 -3.88013 -3.86908 0.15 1.07 0.09
C 4.08535 -4.65603 -2.06732 -0.52 -0.19 0.34
C -1.11802 -4.40395 -2.30176 -0.26 -1.10 -0.96
C -3.02940 -1.79325 -0.28330 0.30 0.22 0.12
C -0.31363 3.37274 -3.33269 0.12 0.86 0.74
C 2.05023 -4.08448 -0.61270 -1.45 1.29 0.62
C 1.16862 -0.13825 3.10498 0.01 -0.02 -1.90
C 3.47510 -7.34531 -1.75972 1.17 -0.43 -0.42
C 3.66606 -0.36992 4.78848 0.94 -0.48 0.32
C -1.76440 5.44860 1.98925 0.96 0.07 -0.03
C -3.09095 -1.30583 5.17264 0.11 0.26 0.12
C -1.73383 3.09029 2.73379 -0.34 0.31 -0.54
C 2.55475 -3.03581 0.22825 -0.29 -0.71 -1.05
C -5.63107 -0.16575 5.10975 -0.01 0.85 -0.10
C 5.62577 1.45056 3.90473 0.05 -0.53 0.27
C 3.10686 2.33373 -1.62025 0.52 -0.56 0.73
C -1.50883 -3.50262 -1.28060 -0.39 1.60 -0.34
C -3.94561 -1.42775 6.26271 -0.76 -0.37 0.16
C -5.71883 -2.64999 -4.36290 0.16 -0.57 0.32
C 0.27739 3.30770 0.41384 -0.20 0.07 0.88
C -0.17532 3.41266 -1.80342 -0.67 0.55 -0.73
C 0.94215 2.94655 -4.09455 0.00 -0.83 0.11
C 0.64547 -4.14274 -0.92997 0.97 -0.92 0.65
C 0.86449 3.34855 -0.86917 1.12 -0.48 -0.41
C -1.08210 -0.20381 3.27458 -1.12 -1.06 -1.13
C 4.58686 -6.95466 -2.54156 -0.61 -0.10 1.02
C -2.67256 -2.65067 -1.35050 1.02 -1.43 -0.07
C -2.47037 -0.37647 2.98842 1.47 0.22 -0.67
C -1.09650 3.61163 0.31779 0.00 -0.11 0.04
C -3.46732 -0.49517 4.07473 0.88 0.38 0.77
C 3.93083 -2.77936 0.37792 0.28 0.75 0.38
C 2.58035 -0.81475 -3.03971 -0.18 1.04 -0.10
C -0.01506 -1.28487 -4.00732 0.07 0.73 0.43
C -5.19059 -1.44045 -3.95681 0.83 -0.68 0.23
C 5.77741 0.80013 5.12400 -2.12 -0.98 -0.06
C -4.69957 0.14664 4.10713 -0.51 -0.13 -0.31
C -1.46411 2.39120 -3.66224 0.01 -0.19 0.01
C -4.24237 -3.88934 -2.93356 -0.26 -0.59 -0.67
C 2.69106 -6.39995 -1.15434 -0.43 0.90 0.35
H -3.75850 4.58807 0.30722 0.27 -0.82 0.82
H 1.43960 2.06525 -3.65222 -0.54 0.31 0.00
H 2.97535 2.12232 -2.66123 -0.05 0.19 -0.56
H -1.01466 4.67427 -4.88339 -0.08 0.30 0.59
H 0.64253 2.63193 -5.08784 0.04 0.16 -0.44
H 0.39410 -1.71134 -4.93275 0.04 0.09 0.43
H -3.66904 -0.55157 -2.68370 -0.26 -0.37 -0.43
H 3.14104 -1.49729 -3.69062 -0.33 0.08 0.09
H -6.62776 0.26684 5.04095 0.21 -0.08 0.17
H 4.18627 2.50701 -1.43293 -0.41 -0.36 -0.28
H -5.12929 -1.26967 -0.69552 0.40 0.31 -0.01
H 3.33507 -8.39820 -1.57596 -0.23 -0.14 -0.11
H -0.68847 3.06891 3.02067 0.20 -0.02 -0.03
H 2.71033 4.62122 0.83008 -0.03 -0.19 0.14
H 0.72687 -5.60679 -2.63140 -0.63 0.63 0.45
H -4.06324 4.00016 1.97572 -0.39 0.06 0.14
H -2.09058 -1.78688 5.15407 -0.93 0.28 0.16
H 3.77320 4.91947 -2.02693 -0.69 -0.04 0.23
H 2.81295 2.86325 1.01744 -0.43 -0.69 0.38
H 5.65154 -5.33556 -3.42826 -0.14 0.06 0.52
H -3.72434 -2.00560 7.15083 0.45 -0.06 -0.14
H 2.38393 0.17113 -3.53389 0.12 -0.96 0.30
H 2.78776 1.41709 -1.07109 0.25 0.55 -0.15
H 1.71621 3.70084 -4.17707 -0.12 0.16 -0.07
H 4.69744 -3.40594 -0.04827 0.11 0.17 0.30
H -5.63775 -0.55411 -4.36019 0.19 0.49 0.02
H 1.78623 -6.60651 -0.57308 0.54 -0.52 -0.16
H -0.83416 5.51759 2.64007 -0.90 -0.11 -1.00
H -2.44754 2.74186 -3.29513 0.60 -0.18 -0.18
H 6.38518 2.18023 3.65307 -0.12 -0.07 -0.39
H 2.17928 4.94789 -2.84694 0.37 -0.37 1.21
H 4.09146 3.69690 0.25383 0.40 0.25 -0.10
H -1.21817 1.45895 -3.15035 -0.26 -0.19 0.05
H -5.76294 -4.78257 -4.18763 0.03 -0.21 -0.08
H 1.52375 1.00694 4.96404 -0.72 -0.25 -0.48
H -0.07995 5.59876 -3.71599 0.59 -0.16 0.24
H 2.90134 -1.10339 5.09395 0.52 0.47 -0.10
H 3.17089 -0.60747 -2.13149 -0.38 -0.32 -0.20
H -0.17490 -0.19044 -4.05653 0.13 -0.54 -0.21
H 4.96786 -1.22320 1.56707 -0.45 -0.09 -0.43
H -2.11272 2.07512 2.65902 0.13 -0.13 -0.56
H -1.18936 0.73722 5.30977 0.39 -0.02 -0.71
H 4.67950 1.32716 1.97758 -0.51 0.26 0.58
H -1.67239 6.18152 1.14053 -0.24 -0.65 0.90
H -4.93855 0.89043 3.32192 -0.04 -0.66 0.72
H -2.33080 3.86652 -1.52408 0.30 -0.10 0.27
H 5.08630 -0.69044 6.46655 -0.64 0.00 0.19
H -2.29832 3.49361 3.56099 -0.12 0.41 0.47
H -0.93572 -1.77640 -3.71202 -0.31 -0.07 -0.28
H -3.65581 2.84665 0.70983 -0.13 -0.68 -0.28
H -1.56017 2.17247 -4.74002 0.12 0.28 0.25
H -1.67857 5.10322 -3.24218 0.50 -0.41 -0.51
H -1.73559 -4.68592 -3.16833 0.37 0.21 0.66
H 0.80083 3.09844 1.34394 -0.10 0.40 -0.22
H -3.93683 -4.89506 -2.62423 0.09 0.65 0.44
H 2.35715 5.69229 -1.23513 0.13 -0.15 -0.23
H -2.59719 5.68769 2.66593 0.10 0.27 -0.34
H 4.28064 -3.59593 -2.15217 0.20 -0.01 -0.33
H -4.98727 0.30818 1.41544 1.20 -0.83 -0.42

13
Properties=species:S:1:pos:R:3:forces:R:3 method="wB97M-V/def2-TZVPD" homo_lumo_gap_ev=7.61 de_lowest_kj_mol=339.5 lumo_energy_ev=0.373 homo_ev=-7.23 charge=0
Si 0.43638 -0.34051 -0.28383 -4.01 2.81 -0.50
O 1.42014 -0.82226 0.82199 2.04 -3.01 3.96
O 0.07241 -1.50801 -1.35671 -0.05 -0.39 -0.59
C 1.30801 1.30353 -0.85020 -0.02 -1.27 2.52
C -2.07363 0.00193 1.07688 3.50 -1.83 -1.43
H -0.77728 -1.70483 -1.78157 0.53 0.45 0.50
H -1.55960 -0.83852 1.64052 -1.47 0.86 -0.65
H -2.71915 -0.18320 0.20053 0.25 0.03 0.99
H 1.49063 1.25536 -1.89829 0.54 0.29 -0.69
H 1.39415 -1.56025 1.52622 -0.24 1.94 -2.17
H -2.02485 0.94791 1.57242 -0.20 0.43 -0.01
H 0.82818 2.23616 -0.51777 -0.26 -0.52 -0.43
H 2.20461 1.21268 -0.15020 -0.61 0.21 -1.50

8
Properties=species:S:1:pos:R:3:forces:R:3 method="wB97M-V/def2-TZVPD" homo_lumo_gap_ev="8.77 / 6.35" de_lowest_kj_mol=355.1 lumo_energy_ev="-1.812 / -3.821" homo_ev="-10.58 / -10.17" charge=0
Br -1.98270 2.91279 -0.47592 0.36 -0.42 0.04
Br 3.54226 0.89281 1.08192 -0.19 -0.04 -0.08
Br -2.76502 -0.36094 0.94254 0.08 -0.11 -0.27
Si -1.12103 1.13748 0.62224 -0.73 -0.78 -2.53
C 0.10724 0.21162 -0.52895 -1.44 0.83 0.62
H -0.18175 -0.84404 -0.52653 0.64 0.16 -0.13
H 0.35594 0.67808 -1.49511 0.17 -0.29 0.63
H -1.17845 1.61266 1.92378 1.10 0.63 1.72

11
Properties=species:S:1:pos:R:3:forces:R:3 method="wB97M-V/def2-TZVPD" homo_lumo_gap_ev=11.13 de_lowest_kj_mol=263.0 lumo_energy_ev=0.891 homo_ev=-10.24 charge=0
O -1.32341 -0.88574 -0.52645 -0.07 0.12 -0.50
O -1.18698 1.31231 0.43926 1.34 -1.00 -0.94
C 0.93555 -0.30186 0.47864 -4.37 0.29 0.16
C -0.83777 -0.08894 0.53177 1.72 -0.14 0.80
C 1.49580 -0.08065 -0.69940 -1.43 1.53 -0.40
H -1.28308 -0.45672 1.50634 0.71 0.62 -0.97
H 1.02974 0.41602 -1.64610 0.69 -1.46 1.92
H -2.29723 -0.93031 -0.69570 1.18 0.64 0.91
H -0.55626 1.74063 -0.20559 -0.96 -0.77 0.96
H 1.49569 -0.59661 1.40595 -0.81 0.27 -1.10
H 2.52797 -0.12814 -0.58873 2.00 -0.10 -0.85

We obtain electronic energy values of -329.5738, -695.5839, -323.7704, -301.4381, -5016.0876, -520.9565, -8051.4003, -268.3051 Eh for the records listed above, in that order.